{
  "formula": "C5H8O2",
  "method": "the ωB97M-V functional and the def2-TZVPD basis",
  "smiles": "C=CO[C@H]1C=C1O.[H][H]",
  "orbital_gap_ha": 0.341,
  "homo_energy_ev": -8.72,
  "relative_energy_ev": 4.710,
  "symbols": ["O", "O", "C", "C", "C", "C", "C", "H", "H", "H", "H", "H", "H", "H", "H"],
  "xyz": [[-1.17819, 0.15156, 1.01463], [0.91423, -2.36916, -0.21466], [-1.30260, -0.96537, 0.14553], [-0.15414, -1.61373, -0.47940], [-0.87603, -0.89278, -1.28873], [0.06859, 0.66340, 1.16915], [0.29449, 1.93241, 1.49476], [-1.07414, -0.45449, -2.25390], [1.46132, -2.41859, -1.01223], [-0.51794, 2.64166, 1.61383], [1.16292, 1.55834, -1.36989], [1.31018, 2.26667, 1.67382], [-2.19685, -1.50474, 0.45982], [1.37846, 1.28658, -2.02923], [0.88393, -0.05134, 1.04779]],
  "forces_ev_per_angstrom": [[0.03, 0.14, 0.02], [0.01, 0.03, -0.19], [-0.15, -0.28, 0.07], [-0.23, 0.26, -0.10], [0.19, -0.10, 0.00], [0.19, 0.19, 0.07], [-0.04, -0.15, 0.01], [0.02, -0.09, 0.14], [-0.04, -0.04, 0.10], [0.08, -0.10, -0.03], [0.02, -0.04, -0.08], [-0.15, -0.07, -0.02], [0.14, 0.08, -0.05], [0.01, 0.06, 0.04], [-0.09, 0.12, 0.02]]
}



{
  "formula": "C5H8O2",
  "method": "the ωB97M-V functional and the def2-TZVPD basis",
  "orbital_gap_ha": 0.396,
  "homo_energy_ev": -9.85,
  "relative_energy_ev": 2.952,
  "symbols": ["O", "O", "C", "C", "C", "C", "C", "H", "H", "H", "H", "H", "H", "H", "H"],
  "xyz": [[0.02952, -1.67102, -0.42671], [-0.62944, -0.90464, 2.51740], [0.30247, -0.29501, -0.62212], [1.15582, 0.55489, 0.33539], [0.70535, -1.26818, -1.62736], [-0.72196, 0.79715, -0.62171], [0.03406, 1.56861, 0.16853], [-1.68958, 0.90748, -1.10591], [1.75245, -1.56828, -1.70461], [-0.33652, -1.54226, 1.84709], [-1.27294, -0.35149, 2.05271], [2.14980, 0.84678, -0.02246], [1.20835, 0.12822, 1.34007], [-0.09092, 2.56322, 0.58468], [0.12440, -1.36011, -2.54504]],
  "forces_ev_per_angstrom": [[-0.01, -0.12, 0.01], [-0.10, -0.10, -0.23], [0.07, 0.14, -0.07], [0.09, 0.04, 0.11], [0.11, 0.00, -0.26], [-0.01, 0.04, -0.03], [-0.11, 0.09, 0.09], [0.21, -0.01, 0.12], [-0.24, 0.04, 0.09], [-0.15, 0.15, 0.14], [0.17, -0.16, 0.09], [-0.18, -0.04, 0.05], [0.10, 0.08, -0.14], [0.00, -0.11, -0.15], [0.05, -0.06, 0.18]]
}



{
  "formula": "C5H8O2",
  "method": "the ωB97M-V functional and the def2-TZVPD basis",
  "smiles": "C1=CC1.C=O.C=O",
  "orbital_gap_ha": 0.362,
  "homo_energy_ev": -9.24,
  "relative_energy_ev": 4.801,
  "symbols": ["O", "O", "C", "C", "C", "C", "C", "H", "H", "H", "H", "H", "H", "H", "H"],
  "xyz": [[0.62270, 1.16345, -1.53840], [1.56001, -0.97749, 1.10235], [1.89504, -1.06109, -0.05404], [-1.39352, -1.30722, 0.47334], [-1.76618, 0.08727, 0.86889], [-1.67777, -0.51075, -0.50397], [0.94880, 1.85730, -0.60732], [0.24869, 2.55737, -0.11604], [-0.98449, 0.77142, 1.22091], [-1.06066, -2.26467, 0.84092], [1.22143, -1.44958, -0.83781], [-2.74409, 0.28589, 1.31794], [-1.76199, -0.31043, -1.56029], [2.90003, -0.73614, -0.39188], [1.97233, 1.82317, -0.18656]],
  "forces_ev_per_angstrom": [[0.18, 0.33, 0.39], [0.21, -0.03, -0.55], [-0.08, 0.00, 0.36], [-0.06, 0.05, -0.26], [-0.07, 0.26, 0.24], [0.05, -0.25, 0.09], [-0.07, -0.16, -0.22], [0.01, -0.06, -0.13], [-0.10, -0.14, -0.07], [-0.07, 0.14, -0.08], [0.02, -0.01, 0.12], [0.17, -0.05, -0.09], [0.02, -0.06, 0.17], [-0.10, -0.03, 0.06], [-0.10, 0.00, -0.03]]
}



{
  "formula": "C5H8O2",
  "method": "the ωB97M-V functional and the def2-TZVPD basis",
  "orbital_gap_ha": 0.302,
  "homo_energy_ev": -7.41,
  "relative_energy_ev": 5.092,
  "symbols": ["O", "O", "C", "C", "C", "C", "C", "H", "H", "H", "H", "H", "H", "H", "H"],
  "xyz": [[-1.85025, 1.42892, 0.48092], [-1.48727, -0.79938, -0.36182], [0.99256, 0.40933, -0.07449], [1.67935, 1.55438, -0.04421], [-1.32453, 0.64042, -0.43378], [-0.50609, -1.45998, 0.37079], [0.92202, -0.99615, -0.10140], [-0.68899, -1.54339, 1.41074], [1.32493, 2.48773, -0.59285], [-1.40208, 1.11300, -1.39242], [0.92625, -1.28701, -1.20889], [-0.59342, -2.60974, 0.14160], [1.75735, -1.52715, 0.47851], [-2.47800, 1.02292, 1.07532], [2.72818, 1.56613, 0.25198]],
  "forces_ev_per_angstrom": [[-0.65, 0.97, 1.18], [-0.98, 2.86, -0.48], [-3.09, 4.20, -1.09], [-0.30, -0.62, -1.08], [4.40, -2.98, -0.11], [1.38, -3.40, -1.35], [0.01, -2.41, 0.30], [0.00, 1.10, 1.42], [0.09, -1.18, 1.42], [-0.16, -0.61, -0.79], [0.40, 0.18, 1.43], [0.05, 2.02, -0.25], [-1.15, 0.39, -0.80], [-0.09, -0.54, 0.26], [0.07, 0.01, -0.08]]
}



{
  "formula": "C5H8O2",
  "method": "the ωB97M-V functional and the def2-TZVPD basis",
  "orbital_gap_ha": 0.380,
  "homo_energy_ev": -9.93,
  "relative_energy_ev": 3.609,
  "symbols": ["O", "O", "C", "C", "C", "C", "C", "H", "H", "H", "H", "H", "H", "H", "H"],
  "xyz": [[-0.73261, -1.85540, -0.65307], [2.70762, -0.68440, 0.64921], [2.13106, -1.29513, -0.21912], [-0.46254, 0.26370, 0.65017], [-2.26101, 0.16961, -0.51725], [-1.45253, 1.12008, 0.35268], [-1.06073, -0.77401, -0.23615], [-1.62213, 2.15627, 0.62535], [0.43900, 0.31677, 1.24903], [1.88056, -0.82909, -1.19272], [2.36308, 1.45951, -0.18178], [-2.40986, 0.44272, -1.56692], [-3.20986, -0.16626, -0.08643], [1.95722, 1.96579, -0.54940], [1.79889, -2.33783, -0.08508]],
  "forces_ev_per_angstrom": [[-0.19, 0.49, 0.21], [-0.24, -0.35, -0.38], [0.22, 0.11, 0.27], [0.01, 0.12, 0.06], [-0.15, -0.03, -0.12], [0.05, 0.04, 0.09], [0.12, -0.42, -0.16], [-0.01, -0.15, -0.01], [-0.18, 0.05, -0.08], [0.06, -0.02, 0.11], [-0.03, 0.10, -0.05], [0.05, -0.02, 0.14], [0.12, 0.03, -0.07], [0.05, 0.00, 0.00], [0.11, 0.07, -0.01]]
}



{
  "formula": "C5H8O2",
  "method": "the ωB97M-V functional and the def2-TZVPD basis",
  "orbital_gap_ha": 0.362,
  "homo_energy_ev": -9.05,
  "relative_energy_ev": 2.673,
  "symbols": ["O", "O", "C", "C", "C", "C", "C", "H", "H", "H", "H", "H", "H", "H", "H"],
  "xyz": [[-1.83950, -0.31686, -1.24548], [1.07769, -1.20616, 0.15039], [-0.87037, -0.13430, 1.14744], [0.69584, -0.10784, -0.72213], [-0.26956, -1.38900, 0.53830], [1.43380, 1.15460, -0.30101], [-0.79631, -0.30935, -0.33810], [-0.23757, 0.62795, 1.59708], [-0.60496, -2.39546, 0.76324], [1.56035, 1.87387, -1.11402], [0.86010, -0.37918, -1.77155], [0.90300, 1.64123, 0.52403], [-1.82262, -0.26415, 1.65174], [-2.50934, 0.32113, -0.97168], [2.41947, 0.88353, 0.09173]],
  "forces_ev_per_angstrom": [[-0.08, 0.16, 0.09], [0.07, -0.02, 0.11], [-0.02, 0.13, 0.15], [-0.05, 0.26, -0.14], [-0.21, -0.30, 0.14], [-0.10, 0.10, -0.03], [0.33, 0.01, 0.11], [-0.10, -0.32, 0.14], [-0.04, 0.18, -0.01], [-0.07, -0.11, 0.04], [0.07, 0.00, 0.17], [0.17, 0.08, -0.24], [-0.02, -0.13, -0.26], [0.18, -0.03, -0.05], [-0.11, -0.01, -0.24]]
}



{
  "formula": "C5H8O2",
  "method": "the ωB97M-V functional and the def2-TZVPD basis",
  "smiles": "C/C=C\\CC(=O)O",
  "orbital_gap_ha": 0.377,
  "homo_energy_ev": -9.67,
  "relative_energy_ev": 0.559,
  "symbols": ["O", "O", "C", "C", "C", "C", "C", "H", "H", "H", "H", "H", "H", "H", "H"],
  "xyz": [[-1.13299, 0.09871, 2.01968], [0.04658, -1.73009, 1.64244], [-1.15832, -0.82971, -0.22440], [0.90788, 0.41345, -1.14419], [1.46969, 1.06128, 0.08328], [-0.15543, -0.36932, -1.25721], [-0.67760, -0.87971, 1.21395], [-0.39792, -0.73893, -2.24420], [0.79515, 1.82696, 0.46736], [-1.69952, 0.73097, 1.55683], [2.42521, 1.52673, -0.13870], [-2.05463, -0.20044, -0.30546], [-1.44496, -1.85149, -0.48722], [1.61944, 0.32601, 0.87237], [1.45740, 0.61557, -2.05451]],
  "forces_ev_per_angstrom": [[-0.07, 0.33, 0.43], [-0.03, 0.12, 0.04], [0.07, 0.05, -0.05], [0.10, 0.03, -0.05], [-0.17, -0.18, 0.13], [-0.14, -0.07, -0.04], [0.01, -0.11, -0.41], [0.03, 0.00, -0.15], [0.03, 0.09, 0.06], [0.15, -0.25, -0.06], [0.04, 0.06, 0.05], [0.02, -0.15, -0.01], [-0.07, 0.11, 0.10], [0.07, 0.04, 0.12], [-0.04, -0.05, -0.15]]
}



{
  "formula": "C5H8O2",
  "method": "the ωB97M-V functional and the def2-TZVPD basis",
  "orbital_gap_ha": 0.298,
  "homo_energy_ev": -7.19,
  "relative_energy_ev": 8.044,
  "symbols": ["O", "O", "C", "C", "C", "C", "C", "H", "H", "H", "H", "H", "H", "H", "H"],
  "xyz": [[1.00264, -0.03588, -0.74962], [-0.71862, -1.23870, 0.52680], [-1.77318, -0.12934, -1.39306], [-0.95619, -0.09718, -0.05752], [0.97849, 1.42817, 1.32338], [1.87327, -0.79165, 0.15042], [1.54180, 0.29178, 0.69554], [1.32125, 1.34180, 2.33623], [-2.75688, -0.18684, -1.15374], [-1.45560, -1.00320, -1.94696], [-1.53990, 0.78876, -1.89934], [1.26723, 2.42141, 0.78008], [-0.07476, 1.09639, 1.31292], [-0.84753, -2.07416, -0.06882], [2.13797, -1.81136, 0.14368]],
  "forces_ev_per_angstrom": [[0.59, 0.19, -0.20], [-1.04, -2.49, -0.84], [4.60, -0.44, 1.24], [-1.72, 0.60, -0.81], [1.00, 1.30, 0.48], [-0.33, 0.04, -0.11], [0.16, 0.17, -1.83], [0.26, 0.83, 0.84], [-3.05, -0.09, 0.80], [-0.07, -0.37, -0.66], [-0.05, 0.25, -0.47], [-0.78, -1.85, 1.11], [-0.14, 1.00, -0.40], [0.10, 1.44, 0.85], [0.46, -0.58, -0.01]]
}



no.,E_LUMO (eV)
1,0.56
2,0.93
3,0.60
4,0.81
5,0.42
6,0.80
7,0.59
8,0.92